{"formula": "C37H49AlBeBr3Cl6N6O8S2", "method": "wB97M-V/def2-TZVPD", "homo_energy_ev": -8.59, "e_lumo_ev": -7.5, "charge": 1, "homo_lumo_gap_ev": 1.1, "e_tot_ha": -13905.75669, "symbols": ["H", "C", "C", "S", "H", "H", "H", "H", "C", "Al", "Br", "O", "C", "C", "C", "C", "H", "O", "N", "C", "H", "H", "H", "H", "Br", "H", "H", "C", "C", "C", "H", "H", "C", "H", "H", "H", "H", "H", "H", "C", "C", "H", "C", "C", "C", "C", "S", "H", "C", "O", "H", "Be", "H", "H", "H", "H", "Cl", "H", "H", "C", "C", "N", "C", "C", "C", "N", "H", "Cl", "C", "C", "N", "H", "H", "H", "O", "C", "H", "Br", "Cl", "C", "H", "H", "H", "H", "C", "Cl", "H", "H", "C", "Cl", "H", "C", "C", "H", "H", "H", "H", "H", "H", "O", "C", "H", "N", "C", "C", "O", "O", "C", "Cl", "H", "O", "C", "N"], "positions_angstrom": [[-2.754, 2.847, -1.482], [-0.525, -3.661, 2.055], [-4.843, -1.435, -2.846], [-3.305, 5.143, 2.329], [-1.050, 3.447, 4.291], [1.767, 4.670, 2.994], [4.605, -8.334, -8.795], [-4.819, 3.272, 0.885], [-2.993, 3.430, 1.989], [-1.313, -1.278, 3.614], [9.023, 0.400, 2.073], [-8.475, 2.525, -1.937], [-3.261, -1.307, 0.041], [-1.027, 0.886, -3.396], [3.754, -9.515, -5.845], [3.082, 3.013, 3.255], [3.778, 3.072, 4.089], [-1.381, -1.236, 1.445], [5.222, 1.709, 1.680], [-2.577, -3.552, 0.885], [1.026, 1.578, -3.092], [3.729, -10.107, -4.947], [1.960, 8.139, 1.543], [4.516, 1.936, 9.942], [7.387, -0.088, -0.603], [-4.210, 1.158, -2.409], [0.341, 7.092, -0.088], [-1.661, 1.463, 2.082], [2.293, 7.671, 0.617], [4.215, 2.337, 1.251], [-2.704, -1.131, -2.472], [-3.844, 1.059, -4.144], [3.114, -7.903, -7.245], [-0.899, 0.086, -4.103], [0.767, 2.705, 1.970], [1.043, -2.278, 2.240], [-0.121, 3.359, -1.438], [4.509, 4.006, 2.224], [1.709, 3.878, 4.632], [-0.763, 3.490, 3.235], [-1.823, 2.795, 2.436], [-0.881, -5.658, -1.696], [0.897, -3.267, 1.804], [-0.023, 1.672, -2.878], [-5.344, -1.322, -1.357], [-0.630, 2.604, -2.011], [-7.465, 3.565, -2.127], [-0.075, -6.602, -0.402], [-4.719, 0.694, 0.054], [-6.321, 2.960, -2.806], [1.576, -3.936, 2.325], [0.827, 2.478, 6.188], [9.771, -0.484, -0.107], [-4.808, -2.492, -3.096], [-0.769, 0.930, 2.375], [-1.924, -2.549, -0.964], [0.574, -6.386, -4.706], [-3.132, -4.485, 0.825], [3.156, 1.107, 0.045], [4.178, -8.565, -7.834], [-3.741, 1.429, 0.883], [3.696, 3.455, 1.972], [-3.538, 0.739, -3.148], [-0.504, -6.637, -1.400], [1.752, 3.731, 3.537], [2.754, 2.256, 7.361], [0.830, 8.737, -0.517], [0.862, -7.027, -2.483], [-3.939, 2.749, 1.229], [-1.979, 2.341, -2.028], [2.873, -8.492, -6.041], [-5.535, -2.328, -0.986], [-5.598, -0.973, -3.479], [-3.560, -3.170, -1.005], [-8.094, 4.633, -2.900], [1.179, 7.713, -0.397], [2.155, -8.205, -5.401], [8.791, -2.532, 0.863], [-0.060, -2.723, -1.832], [-2.849, -2.693, -0.339], [5.469, 1.275, 8.607], [3.174, 8.197, 0.259], [-3.475, 5.047, 3.652], [-0.762, 4.541, 2.955], [0.614, 2.872, 3.041], [1.711, 7.148, -2.001], [-2.862, -3.028, 1.790], [5.470, 0.960, 1.036], [4.579, -9.583, -6.952], [-1.777, -7.831, -1.473], [1.123, -3.216, 0.744], [-2.593, 0.780, 1.318], [-3.493, -0.793, -3.137], [0.668, 1.893, 3.524], [5.377, -10.290, -7.098], [2.522, -7.072, -7.587], [-3.183, -1.105, -4.134], [4.199, 0.298, 9.356], [4.155, 2.101, -0.745], [-1.017, -3.706, 3.166], [-2.359, -0.613, 0.959], [-6.294, -0.805, -1.297], [-2.219, 1.298, -2.880], [-4.377, -0.691, -0.410], [4.478, 1.307, 9.055], [-1.191, -3.926, 0.936], [-5.769, 1.210, -0.252], [8.879, -0.653, 0.476], [2.775, 5.996, 1.013], [2.852, 1.955, 3.123], [-6.995, 4.144, -0.870], [3.515, 1.835, 8.107], [3.503, 2.060, 0.031]]}

***

{"formula": "C37H49BrMoN2P2S", "method": "wB97M-V/def2-TZVPD", "homo_energy_ev": [-18.32, -18.32], "e_lumo_ev": [-12.9, -13.6], "relative_energy_kcal_mol": 1.0, "multiplicity": 3, "charge": 4, "homo_lumo_gap_ev": [5.4, 4.7], "e_tot_ha": -5270.11416, "symbols": ["H", "H", "H", "H", "H", "H", "H", "C", "C", "C", "H", "C", "C", "H", "H", "H", "H", "H", "H", "C", "C", "H", "C", "H", "C", "C", "P", "H", "H", "H", "Br", "H", "C", "C", "C", "H", "N", "H", "C", "C", "H", "H", "H", "C", "S", "H", "C", "H", "N", "C", "C", "H", "H", "H", "C", "P", "C", "C", "H", "H", "C", "C", "H", "H", "H", "H", "H", "H", "H", "H", "C", "H", "C", "C", "C", "C", "C", "C", "H", "H", "C", "C", "H", "Mo", "H", "H", "C", "H", "H", "H", "C", "C", "C"], "positions_angstrom": [[-3.695, 1.046, 0.665], [-1.171, -2.321, 1.697], [-3.252, -6.104, -0.282], [5.551, 2.109, -1.812], [2.648, 4.560, 5.029], [0.433, 4.113, -3.770], [5.413, 1.450, -0.179], [5.064, 1.332, -1.213], [-2.374, -6.746, -3.972], [-2.185, 1.881, -1.925], [2.135, 4.234, -3.289], [1.523, 1.504, 4.037], [-0.891, -0.528, 4.735], [0.618, -1.836, 3.927], [2.654, -1.536, -5.438], [-2.484, 0.538, 5.688], [-3.345, 4.118, 0.696], [-1.856, 4.645, -0.509], [1.649, -4.790, -1.220], [-3.132, 0.812, -2.451], [3.534, 1.494, -1.279], [-0.555, 4.264, -1.677], [0.003, -1.606, 4.797], [-4.070, 0.782, -1.885], [-1.673, -1.022, 6.966], [-2.326, -5.212, -2.093], [2.843, 1.333, -2.979], [-1.470, -4.799, -4.032], [1.688, 3.422, -4.801], [0.291, 5.159, 4.478], [2.883, -1.236, 1.779], [3.292, 2.524, -0.956], [-0.805, 4.337, -0.607], [1.390, 3.576, -3.756], [2.594, -0.342, -3.631], [-0.621, 3.205, 1.237], [-2.975, -7.674, -3.248], [0.537, 2.737, -0.003], [0.636, 4.134, 4.356], [0.089, -2.351, 5.976], [0.917, 2.398, -1.976], [-2.725, 1.982, 1.804], [0.202, -0.902, -2.392], [-1.651, -3.999, -1.667], [-0.963, 0.570, 3.361], [1.835, 0.478, 3.867], [2.622, -3.022, -0.382], [0.518, 1.596, -3.524], [-1.336, -2.208, 0.696], [0.181, 1.821, 3.812], [-0.737, -2.056, 7.064], [-2.689, 2.853, -1.895], [3.884, -0.259, -5.402], [3.525, -3.525, -0.044], [-0.261, 3.146, 3.955], [-1.545, 1.525, -0.233], [0.614, -1.561, -1.613], [-3.868, 3.194, 0.428], [1.021, 0.005, -0.194], [3.436, 2.214, 4.683], [1.687, -3.702, -1.163], [-3.003, -6.195, -1.338], [2.178, 0.144, -5.727], [-0.616, -2.594, 8.004], [-1.309, 3.371, 3.767], [5.391, 0.350, -1.575], [3.197, -1.048, -3.043], [-2.322, -0.784, 7.807], [-0.183, 5.139, -0.179], [1.542, -0.573, -3.467], [-3.288, -7.413, -1.983], [-2.692, -0.202, -2.435], [1.347, -0.978, -0.538], [2.406, 2.492, 4.470], [0.679, -2.973, -1.816], [-1.763, -0.269, 5.799], [2.849, -0.498, -5.141], [2.380, -1.705, 0.091], [-2.094, -6.958, -5.000], [-3.387, 1.039, -3.492], [-0.511, 3.046, 0.152], [1.963, 3.806, 4.640], [-1.323, 1.988, -2.596], [-1.378, -2.053, -1.031], [3.032, 0.804, -0.586], [0.826, -3.149, 6.046], [-0.581, -3.408, -2.290], [-3.768, -8.242, -1.465], [-4.165, 3.256, -0.623], [-4.794, 3.172, 1.014], [1.258, 2.234, -3.013], [-2.062, -5.495, -3.444], [-3.060, 1.940, 0.756]]}

***

{"formula": "C37H49F2IN5O5Si", "method": "wB97M-V/def2-TZVPD", "homo_energy_ev": -9.24, "e_lumo_ev": -4.6, "charge": 1, "homo_lumo_gap_ev": 4.6, "e_tot_ha": -2875.62398, "symbols": ["C", "C", "H", "H", "H", "C", "C", "H", "C", "C", "H", "H", "H", "N", "C", "H", "C", "C", "I", "H", "C", "H", "N", "H", "C", "O", "H", "H", "H", "C", "C", "O", "C", "C", "H", "F", "H", "C", "H", "H", "C", "O", "C", "C", "H", "C", "C", "H", "H", "C", "C", "H", "H", "H", "O", "C", "H", "F", "N", "H", "H", "H", "C", "H", "Si", "O", "C", "H", "C", "C", "H", "H", "H", "H", "N", "H", "C", "H", "N", "C", "H", "H", "C", "C", "H", "H", "H", "C", "H", "C", "H", "H", "C", "H", "H", "H", "H", "C", "C", "H"], "positions_angstrom": [[0.864, 1.543, 3.760], [-7.905, 3.737, -7.830], [-2.964, -0.603, -2.242], [0.451, -0.113, 0.462], [0.765, -3.155, 5.396], [1.423, 2.653, 0.739], [2.293, 1.624, 1.511], [-2.700, -1.718, 2.740], [2.388, -1.530, 5.065], [-8.580, 1.824, -8.796], [-4.618, 3.215, 1.918], [-4.934, 0.862, -7.243], [6.791, -0.848, 4.777], [3.106, 0.272, 3.432], [-2.937, -0.793, -1.136], [2.786, -4.679, 2.478], [7.794, -0.921, 2.840], [-0.525, 1.531, 2.954], [1.031, 4.535, 1.808], [3.540, -2.487, 1.365], [-3.550, 2.969, 2.156], [-3.422, 1.335, -0.479], [8.471, 0.049, 2.022], [2.067, 3.087, -0.079], [4.995, -1.173, -0.513], [4.194, -3.510, -0.417], [4.530, -4.866, 1.900], [-5.743, 0.662, 3.163], [3.089, -5.608, 0.971], [0.181, 2.094, -0.063], [-3.084, -0.060, 1.254], [4.863, 3.188, 0.089], [-2.591, -2.152, -0.743], [3.097, -0.196, 4.846], [-1.845, 1.406, 4.807], [0.550, 0.587, 4.762], [-7.686, 4.751, -7.535], [5.372, -2.690, -0.282], [4.127, -0.275, 5.297], [-2.853, -2.800, -6.223], [0.405, 0.552, -0.435], [5.460, -0.276, 0.558], [-3.440, -1.896, -6.240], [4.182, -0.185, 2.691], [-3.100, 3.711, 2.879], [3.463, -4.740, 1.577], [-8.599, 3.239, -8.901], [9.135, -0.476, 1.439], [-6.919, 2.747, -6.242], [3.346, -3.395, 0.735], [-2.761, -1.458, 1.652], [-7.628, 0.555, -7.224], [-2.965, 3.121, 1.196], [-0.400, 0.294, -1.163], [8.138, -2.089, 2.882], [-4.748, -0.291, -5.396], [6.022, -2.992, -1.153], [1.070, 2.710, 4.481], [-4.081, -1.453, -5.113], [4.857, -1.879, 4.013], [-4.633, -0.540, 3.925], [2.660, 0.652, 5.448], [2.113, 1.118, 2.898], [2.263, -3.350, 0.414], [-3.306, 1.172, 2.712], [3.705, 1.529, -0.608], [6.584, -0.445, 3.746], [-0.811, 2.272, 0.426], [5.264, -1.182, 3.238], [-3.708, -1.013, -7.253], [3.877, -1.104, -0.656], [0.113, 2.612, -1.064], [-0.373, 0.811, 2.114], [5.591, -1.842, 2.387], [-7.462, 2.677, -7.084], [1.377, 0.512, -1.005], [3.458, 1.142, 0.711], [-2.254, -3.568, 0.990], [4.868, 2.345, -0.720], [-4.787, 0.559, 3.740], [-3.347, -1.088, -8.267], [-4.064, -1.911, -4.218], [-2.514, -2.525, 0.695], [-7.874, 1.507, -7.665], [-9.034, 1.117, -9.474], [-2.369, -2.972, -1.468], [7.765, 0.465, 1.406], [4.398, 0.204, 1.304], [5.429, -0.799, -1.484], [1.582, -2.412, 5.302], [-5.314, 0.221, -4.633], [6.490, 0.670, 3.795], [-4.537, 0.007, -6.718], [-4.848, 1.133, 4.708], [-0.872, 2.547, 2.664], [-1.648, -0.207, 3.886], [-9.071, 3.825, -9.674], [-1.730, 0.915, 3.809], [-3.186, 0.293, -0.160], [5.938, -2.894, 0.664]]}

***

{"formula": "C37H49N9O2TeZr", "method": "wB97M-V/def2-TZVPD", "homo_energy_ev": -6.23, "e_lumo_ev": -0.8, "relative_energy_kcal_mol": 0.0, "charge": 0, "homo_lumo_gap_ev": 5.4, "e_tot_ha": -2397.78046, "symbols": ["H", "H", "C", "C", "H", "H", "C", "H", "H", "H", "H", "H", "C", "C", "H", "C", "H", "N", "O", "C", "N", "O", "H", "H", "H", "H", "C", "C", "H", "Te", "C", "H", "H", "H", "N", "C", "H", "H", "H", "H", "Zr", "H", "H", "H", "C", "C", "C", "C", "H", "N", "H", "H", "H", "N", "H", "C", "C", "C", "C", "C", "H", "C", "C", "C", "N", "C", "H", "C", "H", "C", "H", "H", "H", "N", "C", "C", "C", "C", "H", "H", "N", "H", "C", "H", "C", "H", "H", "C", "H", "H", "H", "H", "N", "C", "C", "H", "C", "C", "H"], "positions_angstrom": [[2.573, -4.577, 2.482], [-3.647, 5.684, 3.103], [-0.960, 0.094, 4.311], [-3.050, 0.218, -5.138], [3.552, -5.157, 1.161], [0.367, -0.953, -6.154], [0.600, -0.847, -2.711], [-3.711, 0.425, 4.576], [-4.174, 3.298, 2.605], [-2.667, 5.788, 1.635], [-1.254, -2.704, -5.379], [4.982, -4.257, 3.024], [-3.856, 3.851, -1.406], [-1.929, 2.166, -0.884], [-0.006, -3.427, -4.374], [-0.796, 0.327, -4.020], [2.823, -4.405, -2.394], [3.742, 0.084, -0.442], [2.278, 0.577, 1.518], [-1.652, 0.842, -5.135], [1.275, -1.522, 0.085], [4.999, 0.414, -0.417], [1.625, -2.705, 3.217], [-5.657, 2.741, -0.918], [-3.314, 4.158, -2.303], [1.311, -2.136, 5.325], [3.256, -4.251, 1.693], [-1.767, 1.725, 2.600], [-2.990, -0.865, -5.258], [2.138, 2.518, 1.895], [-0.121, -0.970, 4.265], [1.631, -1.675, -5.194], [5.107, 1.325, -0.914], [-5.728, 3.561, -2.482], [4.490, 2.441, -1.701], [0.344, -1.068, 2.893], [-2.344, 2.235, -2.945], [5.327, -3.134, -1.150], [0.071, -1.430, 6.326], [-0.275, -3.901, 6.103], [0.759, 0.653, 0.203], [-2.143, 4.763, 2.964], [0.207, 2.737, -1.919], [5.208, -3.311, 1.546], [-0.873, 0.760, -2.646], [-5.076, 3.014, -1.800], [-1.739, 0.619, 5.476], [-2.935, 3.127, 0.883], [4.448, -2.472, -2.518], [0.964, 2.675, -1.246], [-4.663, 4.304, 1.268], [4.635, 3.376, -2.063], [-3.735, 0.540, 6.340], [-0.004, 0.037, -1.865], [-3.659, 0.617, -5.950], [0.132, -0.672, -4.061], [-2.936, 3.117, -0.479], [-0.177, -2.852, -5.286], [0.552, -1.507, -5.231], [2.619, -3.271, -0.598], [0.865, 3.343, -0.483], [-3.189, 0.130, 5.488], [-3.787, 3.937, 1.808], [-1.936, 2.177, 1.301], [-1.288, 1.652, 0.218], [4.488, -3.588, 2.318], [-1.160, 0.644, -6.089], [3.262, 2.116, -1.510], [-2.338, 2.216, 3.377], [1.248, -2.025, 2.464], [1.942, -2.440, -3.092], [2.412, 3.826, -2.140], [-3.232, -0.958, 5.549], [2.190, 2.868, -1.916], [-3.020, 5.113, 2.417], [1.681, -2.241, 1.166], [-1.009, 0.632, 2.965], [-1.726, 1.758, -2.194], [-1.738, 1.930, -5.066], [-1.629, -3.020, 5.385], [2.898, 0.869, -0.981], [4.211, -2.673, 2.843], [1.499, -1.830, -2.315], [3.698, -5.051, -1.030], [1.793, -2.157, -1.009], [-4.186, 4.775, -0.927], [-1.717, 1.712, 5.467], [4.696, -3.399, -1.999], [0.159, -3.450, -6.135], [-0.399, -3.730, 4.348], [-3.567, 0.412, -4.197], [5.277, -4.026, -2.678], [-0.215, -0.090, 2.128], [-0.559, -3.221, 5.299], [3.428, -4.119, -1.529], [-1.244, 0.320, 6.402], [0.241, -1.917, 5.364], [2.547, -3.326, 0.756], [-4.773, 2.086, -2.289]]}